CH24InO15 | ωB97M-V with the def2-TZVPD basis set

Structure (ORCA input):
```
! RIJCOSX wB97M-V def2-TZVPD def2/J DEFGRID3
* xyz 1 1
O 4.07120 1.61988 -0.54795
O -2.55380 0.43488 -2.83895
O -1.35080 2.67088 1.04505
H 1.89120 0.55288 1.52505
O 2.45120 0.73888 2.26505
In -1.68080 0.87388 -0.19995
H 3.17320 1.63388 -0.23895
O 0.35720 -1.04812 3.07905
H -0.62180 3.21288 -1.54295
H -1.99080 2.98488 1.74005
O 1.75020 1.09288 -2.51195
O -0.31180 0.15088 0.95505
H -1.81280 -3.35212 2.06305
H 1.68620 0.53288 -1.71195
H -0.45580 3.03388 1.31105
H 2.23120 -2.78812 0.09305
H -1.74580 0.38788 -3.37995
O 1.64620 0.05788 -0.26195
H 0.63420 -1.47912 -1.87395
H -0.05180 2.04488 -2.28495
O -0.69080 2.22788 -1.57295
O -2.91580 0.61288 1.68105
H -3.42580 -0.21412 1.80505
H 2.39320 -1.21512 -0.00695
O -2.93980 -0.89112 -0.45995
H 4.46520 0.97788 0.06205
H -1.07380 -2.07912 2.60705
H 0.10420 -0.57912 2.27005
H -2.75680 -1.83612 -0.47695
H 1.67920 0.42488 -3.16995
H -3.19880 0.77188 -3.44395
O -0.38080 -0.35512 -1.04295
O -1.88580 -2.38512 2.16905
O 1.05820 -2.16812 -2.38595
O 2.86720 -2.07612 -0.00495
C 0.43020 -0.31812 0.00205
H 2.57020 -0.11412 2.56705
H -3.73880 -0.89112 -1.00195
H 1.18020 -1.50412 2.88305
H 1.53520 -2.61112 -1.69595
H -2.59180 0.86588 2.53305
*
```

E = -37304.8005 eV
HOMO level = -12.6 eV
Kohn-Sham gap = 7.104 eV

=====

C7H14N3O | ωB97M-V with the def2-TZVPD basis set

Structure (ORCA input):
```
! RIJCOSX wB97M-V def2-TZVPD def2/J DEFGRID3
* xyz 1 1
H -1.84527 -0.40064 1.13040
H -2.32202 1.87662 1.06185
H 0.20909 -1.07547 2.01718
H 3.73699 -0.09646 -1.06737
H -1.40638 3.41689 1.55382
H 2.62650 2.25781 -0.70441
C -0.25708 0.63897 0.30174
H 3.67267 -1.74804 -0.72748
C 1.70511 1.82859 -0.37867
C -1.36668 -1.18202 -0.92632
H 0.78665 -1.22601 0.41874
H 3.87816 -0.60627 0.60140
N -0.11733 -1.38081 1.15063
O 1.90504 -0.66672 -0.26379
N 0.66578 2.60757 -0.10159
C -1.05959 -0.54257 0.43859
H -2.08878 3.16322 -0.04701
C 3.40528 -0.78641 -0.33520
C 1.44997 0.55888 -0.04263
H -0.15196 -2.46629 1.27605
C -1.58504 2.66297 0.73241
H -1.94046 -0.42795 -1.57220
H -1.99618 -2.03970 -0.79586
H -0.44072 -1.36479 -1.45004
N -0.41569 1.95789 0.31282
*
```

E = -13993.3065 eV
HOMO level = -11.6 eV
Kohn-Sham gap = 8.617 eV

=====

C22H47CoNO4Si2 | ωB97M-V with the def2-TZVPD basis set

Structure (ORCA input):
```
! RIJCOSX wB97M-V def2-TZVPD def2/J DEFGRID3
* xyz 1 5
H -1.64548 -3.03750 0.91820
H 5.72627 -0.32322 1.99733
C -2.66137 -1.53844 -4.20994
H -3.35749 -3.57443 -4.00399
H 3.95092 3.71261 0.91840
C -4.34829 0.17231 -1.23478
H 2.43399 3.00772 3.29680
C 4.66685 2.88334 0.97804
C -3.47278 -2.71397 -4.67855
C -2.30057 -2.32439 0.41877
C -0.42037 -2.63407 -1.27377
N 0.38709 0.27664 2.85771
H -1.95465 1.30645 5.05036
H -4.89178 1.12238 -1.16867
H 3.21601 3.34355 -1.26564
H 4.86316 2.52801 -0.04014
H -3.81683 0.04140 -0.29290
H -0.72086 1.40344 -3.49780
Si 4.03017 1.50068 2.07220
H 6.33627 1.06983 2.91653
O -1.53709 3.17971 3.03655
C -0.61243 2.39388 2.89619
H -4.53674 -2.45931 -4.66575
H 3.19816 0.36163 -0.02363
H -2.89725 -0.61677 -4.74963
C 0.57909 1.50140 -0.28678
H -0.82895 -4.60296 -0.46304
C -3.39883 0.14260 -2.39895
C 3.20909 2.27967 3.57713
H -4.14262 -2.95357 1.31038
Si 1.18370 2.04948 -1.99526
H 2.72369 1.51809 4.20195
H 0.25592 -1.81793 -1.00389
C -0.02994 -3.85937 -0.51187
O 0.47166 2.61006 2.15545
H -2.59737 -1.87933 -2.03901
C -0.94417 -0.65224 5.14278
H -3.70333 -3.75973 -0.19154
H -1.57820 -1.72564 -4.31157
H 1.72163 4.00373 -0.63424
C -0.53413 1.05570 3.51040
H 0.19294 -2.49209 4.80033
H 3.96835 2.78589 4.19381
H 0.82545 -4.32276 -0.99368
H 5.60741 3.28224 1.38120
Co 1.19889 1.08203 1.41111
C -3.70156 -2.80728 0.32872
O -3.07796 -1.28327 -2.78687
H -1.16453 2.75723 -2.45809
H 2.15841 0.69911 -3.86093
H -1.42022 -1.00121 6.07099
C 2.92281 0.36833 1.04257
H -4.32266 -2.07812 -0.18145
H 5.17097 -0.04569 3.65756
H -2.46346 0.70629 -2.24570
H 1.20658 -1.63054 2.64459
H 2.72921 0.07084 -2.32408
H -3.89582 0.54600 -3.28325
C 2.17334 3.54845 -1.53168
H 0.21378 0.47563 -0.61011
H 2.17339 4.31321 -2.31689
H -5.09883 -0.60594 -1.37378
H -0.36148 2.05733 -0.07148
H -3.17952 -2.98591 -5.69448
C -0.04006 -1.47516 4.44716
C 0.57228 -1.00331 3.27686
C -0.35330 2.33558 -3.05720
H -0.16840 3.02328 -3.88936
H 0.29727 -3.64409 0.50904
C -1.22892 0.61768 4.62462
H 3.01641 -0.66789 1.40249
H -2.23326 -1.34013 0.89481
H -0.37085 -2.80856 -2.35944
O -1.78085 -2.18106 -1.00074
C 5.44962 0.45350 2.72035
H 1.09458 -0.25385 -2.85751
C 1.86786 0.51280 -2.82326
*
```

<S²> = 6.01
E = -86629.8687 eV
HOMO level (spin up / spin down) = -9.3 / -10.9 eV
Kohn-Sham gap (spin up / spin down) = 6.618 / 7.753 eV

=====

C37H53N3O5S | ωB97M-V with the def2-TZVPD basis set

Structure (ORCA input):
```
! RIJCOSX wB97M-V def2-TZVPD def2/J DEFGRID3
* xyz 0 3
H -5.59510 -2.33056 -5.55793
H 3.10668 2.80841 2.99173
C -0.95018 -3.26091 -5.25815
H -2.43408 -3.08107 2.91627
H -0.42074 -4.07084 -5.75789
C -1.59815 -3.77602 2.90186
H -3.33736 1.50552 2.09906
O -0.83948 2.75815 1.60043
H 8.19272 4.35300 5.44273
C -0.19237 0.57007 0.74301
C -3.78953 0.76411 1.46064
H -2.18730 -1.08921 -9.15809
H 3.33983 2.41902 7.35406
C 6.11357 3.81981 5.77080
C -3.36426 -0.47680 -7.46084
C 0.85240 -1.59512 0.70759
H 5.76070 2.51271 7.44795
C -5.19095 -1.89154 -6.47109
H 5.90902 5.96907 5.99797
O 6.95925 1.87755 4.89694
S 0.70081 -4.30179 1.35647
H -5.00684 -2.69261 -7.18083
H 5.14331 4.13918 7.66067
C -4.47941 0.12859 -5.30856
N -2.92985 -1.79081 -5.39391
H -2.29272 -4.91788 -6.63021
H -2.64989 0.31910 -7.22725
H -1.56539 -4.61775 0.92580
H 2.52778 -2.89038 0.78827
C -5.23717 -1.16747 1.29112
C -3.62906 0.79250 0.07757
H -0.40969 1.25080 3.69078
H -0.93602 2.30895 -1.56724
O -2.14935 -0.97599 -4.76027
C -4.27219 -0.17314 -0.68631
C 1.61509 -2.72733 1.35530
C -2.12098 -2.81340 -6.12870
H -3.53177 -4.36225 -5.51121
H -4.70197 -0.21243 3.13184
C -2.79773 1.85687 -0.56594
C 0.41684 -1.72878 -0.60732
C -1.58726 -2.25050 -7.44728
C -0.66019 0.42867 -0.55036
C 5.04434 1.10789 3.24049
C -1.52768 1.44853 -1.27592
H 4.08831 0.76207 2.84843
H 5.66075 1.42319 2.39657
H -3.71477 0.87582 -5.10449
C 5.24649 3.33070 6.93329
H -5.96859 -1.27027 -6.91508
H 4.46111 0.88889 5.83192
H -5.29484 0.62634 -5.83175
H 0.65756 -2.64305 -1.12881
H 6.05866 5.45287 4.32196
O 1.63797 -0.48889 3.53948
H 3.62870 4.13051 3.98970
C 3.99327 3.29245 3.40282
H 5.52647 0.25368 3.71204
C 0.91347 0.02181 2.74763
H -1.13702 -3.06333 -8.02080
H -1.86130 0.94327 -2.18353
H -0.23322 -2.46003 -5.08598
H -3.63204 -3.99604 -7.23835
C 7.54058 4.04470 6.26128
H 7.54105 4.83350 7.01288
H -0.64732 -0.87257 -2.25297
H -1.94940 -4.74774 3.22341
C -1.03880 -3.84096 1.47115
H -4.86412 -0.23714 -4.35477
C 3.86574 2.84141 6.49552
C 0.55964 -0.41920 1.37595
C -2.95351 -4.08459 -6.39325
H -4.17127 -0.18248 -1.76288
C -4.58501 -0.20810 2.05831
H -1.26679 -2.91356 0.95623
H 7.96446 3.15416 6.72099
N 6.11977 2.83165 4.64854
H -3.37514 -2.27376 -8.67375
H -1.29798 -3.62750 -4.29067
C -3.95720 -1.02316 -6.16190
O -3.17060 2.99561 -0.55005
H 4.53502 5.26831 5.20030
C 4.81141 2.26346 4.20635
H -5.58450 -1.87734 -0.68770
C -5.07423 -1.13923 -0.09023
H -0.84274 -3.40943 3.58928
C -0.31517 -0.73871 -1.23458
C -0.34470 1.68476 1.72013
H 3.25560 3.67936 6.14768
H 1.91773 -2.43557 2.35149
H 3.00346 1.47510 5.06053
H -4.15943 -0.01669 -8.05053
N 0.27347 1.27312 2.94077
H -5.86750 -1.90092 1.76621
C -2.65479 -1.54896 -8.28554
C 5.61686 5.19746 5.28583
C 3.99389 1.78116 5.40291
H 4.57726 3.68696 2.56982
H -0.78437 -1.53703 -7.23579
*
```

<S²> = 2.01
E = -64769.5246 eV
HOMO level (spin up / spin down) = -8.2 / -8.7 eV
Kohn-Sham gap (spin up / spin down) = 7.660 / 8.183 eV